Here is a molecular structure, C21H25ClHfN2 in a non-equilibrium geometry from the OMol25 dataset. Energies are from wB97M-V/def2-TZVPD.

Properties
lowest unoccupied orbital energy = -0.264 Eh
DFT total energy = -1432.44931 Ha
charge = +2
M = 519.39 g/mol
orbital gap = 7.74 eV

Cartesian coordinates (Å):
C: 0.2919 1.0952 -4.4208
C: 1.6270 1.5264 -5.0343
C: 0.0183 -0.3859 -4.7349
C: -0.8308 1.9614 -5.0055
Cl: 0.3908 1.3880 -2.6912
H: -0.0025 -0.5025 -5.8289
H: -0.9576 -0.7335 -4.3576
H: 0.8081 -1.0546 -4.3560
H: 1.5048 1.4948 -6.1134
H: 2.4540 0.8586 -4.7528
H: 1.9004 2.5476 -4.7432
H: -0.7496 1.9064 -6.0934
H: -0.7372 3.0133 -4.7129
H: -1.8336 1.6117 -4.7207
C: 1.6405 -1.0031 1.4051
C: 0.7816 -1.9487 0.7608
C: 1.0162 -1.8607 -0.6655
H: 0.2097 -2.7139 1.2812
C: 2.0758 -0.9162 -0.8727
C: 2.4782 -0.4123 0.4038
H: 3.3233 0.2450 0.5892
H: 1.7791 -0.9099 2.4838
H: 0.5874 -2.4930 -1.4437
H: 2.5795 -0.7318 -1.8214
C: -2.2509 0.6108 0.9357
C: -1.7996 -0.7238 1.2136
C: -1.7309 -1.4248 -0.0445
H: -1.7221 -1.1787 2.2031
C: -2.0118 -0.4907 -1.0967
C: -2.3654 0.7619 -0.4805
H: -2.7651 1.6235 -1.0094
H: -2.5785 1.3365 1.6836
H: -1.6375 -2.4993 -0.1868
H: -2.1232 -0.7401 -2.1499
Hf: 0.0197 0.1176 0.0933
N: 0.4876 2.3542 3.7207
C: 0.2130 1.2789 2.9810
N: 0.3754 1.5687 1.6702
C: 0.7592 2.9166 1.5841
C: 0.8171 3.7560 0.4662
C: 0.9549 5.1334 0.7193
C: 1.0331 5.6270 2.0357
C: 0.9653 4.7686 3.1436
C: 0.8344 3.4202 2.8683
H: 0.4312 2.3816 4.7356
H: -0.0814 0.3131 3.3841
H: 0.7289 3.3197 -0.5334
H: 1.0010 5.8456 -0.1106
H: 1.1423 6.7025 2.1934
H: 1.0084 5.1067 4.1780

Atomic forces in eV per Å
-0.3 -0.7 -2.9
0.3 0.0 0.4
0.0 -0.2 0.2
-0.2 0.1 0.3
0.1 0.3 2.6
0.0 0.1 0.3
0.3 0.2 -0.1
-0.2 0.3 -0.1
0.1 0.0 -0.1
-0.3 0.1 0.0
-0.1 -0.2 -0.1
-0.1 0.0 0.1
0.1 -0.2 -0.1
0.3 0.0 0.0
0.9 -1.4 -0.5
1.5 -0.7 -0.1
1.1 -0.4 0.6
-0.1 0.4 -0.3
0.1 -0.7 1.0
-0.6 -0.3 -0.4
-0.4 0.1 -0.1
-0.2 0.1 -0.5
0.0 0.3 0.4
-0.4 0.2 0.3
-0.6 -0.4 -0.7
-1.2 -0.2 -0.4
-1.6 0.4 -0.5
0.0 0.1 -0.4
-0.8 -0.5 1.4
0.2 -0.7 0.7
0.4 -0.1 0.2
0.5 -0.1 -0.4
0.3 0.4 0.1
0.3 0.1 0.3
0.5 2.4 -2.3
0.1 0.0 0.1
0.6 1.1 -1.1
-0.1 -0.2 1.5
-0.6 -0.2 -0.3
0.2 0.5 0.3
0.0 -0.8 -0.3
0.1 -0.4 0.7
0.3 0.7 -0.4
-0.6 -0.3 0.8
0.0 0.1 -0.3
0.1 0.4 -0.1
0.1 0.5 0.2
0.0 -0.4 0.3
-0.1 -0.4 0.0
0.0 0.2 -0.3


Here is a gas-phase ion, C19H33N2S (charge +1) in a non-equilibrium geometry from the OMol25 dataset. Energies are from wB97M-V/def2-TZVPD.

Properties
lowest unoccupied orbital energy = -0.136 Eh
DFT total energy = -1251.04602 Ha
charge = +1
M = 321.55 g/mol
orbital gap = 6.75 eV

Cartesian coordinates (Å):
C: -0.5562 -4.8312 0.5377
C: 0.0396 -4.0110 -0.1155
S: 0.4493 -2.4767 -0.8717
C: 2.0807 -2.8103 -1.7396
N: 3.1422 -2.3582 -0.8317
C: -0.8435 -2.0639 -2.1182
C: -2.2456 -1.7205 -1.4606
C: -2.1918 -1.4475 0.0702
C: -3.5401 -0.8725 0.6351
C: -3.3548 -0.7700 2.2047
C: -2.8390 0.6672 2.5782
C: -1.4120 0.6845 3.2315
C: -0.3055 1.2663 2.2742
C: 1.1064 0.6434 2.5188
C: 2.0235 0.6161 1.2509
C: 2.2793 2.0538 0.6496
C: 1.1746 2.3609 -0.4091
N: 1.6715 2.7249 -1.7451
C: 2.9216 2.7045 -2.2923
C: 2.7340 3.1237 -3.6174
C: 1.3315 3.4271 -3.8359
C: 0.6977 3.1482 -2.6023
H: -1.1130 -5.4749 1.2147
H: 2.1474 -3.9018 -1.8865
H: 2.0773 -2.2662 -2.6999
H: 2.7337 -2.2567 0.0973
H: 3.4881 -1.4452 -1.1237
H: -0.4864 -1.1169 -2.5808
H: -0.9471 -2.8555 -2.8795
H: -2.6620 -0.8552 -2.0188
H: -2.9166 -2.5758 -1.6724
H: -2.0651 -2.4255 0.5792
H: -1.3866 -0.7290 0.3273
H: -3.8062 0.0986 0.1824
H: -4.3498 -1.6053 0.4211
H: -2.5394 -1.4803 2.4727
H: -4.2506 -1.0985 2.7579
H: -2.7778 1.2653 1.6432
H: -3.5632 1.1339 3.2731
H: -1.4546 1.3751 4.1006
H: -1.1021 -0.3224 3.5777
H: -0.2400 2.3590 2.4704
H: -0.6466 1.1791 1.2179
H: 0.9675 -0.3873 2.9014
H: 1.6126 1.2612 3.2906
H: 1.5687 -0.0667 0.5021
H: 2.9780 0.1516 1.5894
H: 2.2355 2.7351 1.5236
H: 3.3036 2.0415 0.2411
H: 0.4591 3.1145 -0.0191
H: 0.5606 1.4404 -0.5478
H: 3.8199 2.4102 -1.7515
H: 3.5194 3.2042 -4.3787
H: 0.8429 3.7832 -4.7447
H: -0.3709 3.2516 -2.3921

Atomic forces in eV per Å
0.0 0.3 0.3
-0.4 1.1 -0.7
-0.4 -1.0 0.2
0.8 -0.2 0.4
-1.1 0.1 -0.7
-1.0 0.4 -0.1
0.3 -0.4 0.0
-1.2 0.3 -0.5
0.3 -1.2 0.8
0.7 0.4 -0.9
0.1 -0.5 0.4
0.1 0.8 -0.2
-0.2 0.0 0.3
-0.3 0.4 -0.6
0.1 0.1 1.0
-0.6 -1.4 0.4
0.5 -0.6 0.6
-1.8 0.2 1.9
-0.8 0.4 -1.6
-0.2 0.1 -0.3
0.6 -0.8 1.6
1.2 0.6 -2.8
0.5 0.2 -0.6
-0.3 0.5 -0.1
-0.1 -0.3 0.4
0.7 0.0 0.0
-0.1 -0.2 0.2
0.4 -0.7 0.3
0.4 0.3 0.4
0.4 -0.4 0.4
0.3 0.5 0.3
0.3 0.7 -0.2
-0.2 -0.5 -0.1
0.1 -0.4 0.2
0.4 0.5 -0.1
-0.7 0.3 -0.1
0.3 0.4 -0.3
-0.3 -0.2 0.7
0.4 -0.1 -0.5
0.1 -0.7 -0.3
-0.3 0.5 -0.1
-0.1 -0.6 -0.3
0.3 -0.2 0.6
0.3 0.5 -0.1
-0.2 -0.6 -0.3
0.3 0.4 0.2
-0.4 0.3 -0.4
0.2 0.0 -0.8
-0.6 0.4 0.0
0.6 -0.1 -0.5
0.4 0.5 0.1
-0.5 0.2 -0.2
-0.4 0.0 0.5
0.3 -0.2 0.4
0.7 -0.2 0.4


Here is a molecular structure, C41H35IrN4SSbTe from the OMol25 dataset. Energies are from wB97M-V/def2-TZVPD.

Properties
lowest unoccupied orbital energy (spin up / spin down) = -0.375 / -0.375 Eh
DFT total energy = -2812.27414 Ha
charge = +3
energy relative to the best compared isomer or geometry (same formula, charge and spin) = 6.8 kcal per mole
M = 1057.40 g/mol
orbital gap (spin up / spin down) = 5.92 / 5.92 eV

Cartesian coordinates (Å):
Ir: -0.7406 -1.0501 0.1865
S: 0.2458 -8.4472 -0.5338
N: 0.4592 -7.2508 -1.5877
C: 0.1335 -6.1230 -0.9664
C: 0.1936 -4.8006 -1.5528
C: 0.6087 -4.5412 -2.8627
C: 0.6385 -3.2342 -3.3034
C: 0.2624 -2.2114 -2.4416
N: -0.1417 -2.4434 -1.1875
C: -0.1852 -3.7310 -0.7391
C: -0.6524 -3.9355 0.6384
N: -1.0341 -2.8214 1.3381
C: -1.4308 -2.9642 2.5984
C: -1.4741 -4.2030 3.2300
C: -1.1061 -5.3341 2.5354
C: -0.6838 -5.2104 1.2053
C: -0.2788 -6.3210 0.3675
N: -0.2576 -7.5966 0.7362
H: 0.9001 -5.3622 -3.5039
H: 0.9586 -2.9878 -4.3047
H: 0.3073 -1.1760 -2.7487
H: -1.7364 -2.0678 3.1217
H: -1.8071 -4.2627 4.2552
H: -1.1350 -6.3122 2.9958
C: 1.2555 2.7695 -2.8500
C: 2.5630 2.4662 -2.1930
C: 3.7284 3.0466 -2.6842
C: 4.9691 2.7781 -2.1266
C: 5.0797 1.9098 -1.0564
C: 3.9384 1.3150 -0.5392
C: 2.6896 1.6076 -1.0932
Sb: 1.1269 0.7725 0.0466
C: 0.1324 2.3352 1.0159
C: 0.5682 3.6476 0.8871
C: -0.0903 4.6581 1.5756
C: -1.1744 4.3529 2.3811
C: -1.6173 3.0396 2.5011
C: -0.9722 2.0223 1.8134
C: -1.4277 0.5932 1.9721
C: 2.0478 -0.5255 1.4260
C: 2.2632 -1.8340 0.9833
C: 2.8563 -2.7758 1.8091
C: 3.2490 -2.3994 3.0819
C: 3.0694 -1.0929 3.5124
C: 2.4728 -0.1268 2.7076
C: 2.3437 1.2780 3.2216
H: 1.3852 3.4681 -3.6731
H: 0.5515 3.2281 -2.1505
H: 0.8139 1.8601 -3.2619
H: 3.6617 3.7213 -3.5266
H: 5.8524 3.2454 -2.5389
H: 6.0454 1.6904 -0.6239
H: 4.0323 0.6291 0.2919
H: 1.4307 3.8875 0.2766
H: 0.2492 5.6805 1.4877
H: -1.6845 5.1389 2.9197
H: -2.4623 2.8165 3.1375
H: -2.3312 0.4878 2.5712
H: -0.6547 -0.0499 2.4012
H: -1.8493 0.2692 0.9561
H: 2.0308 -2.1098 -0.0359
H: 3.0460 -3.7782 1.4521
H: 3.7340 -3.1117 3.7350
H: 3.4220 -0.8079 4.4940
H: 2.9453 1.4079 4.1179
H: 1.3133 1.5258 3.4796
H: 2.6866 2.0116 2.4888
C: -3.8236 1.0788 -0.2934
Te: -2.5390 -0.1790 -1.4336
C: -1.9963 1.5827 -2.4587
C: -3.2257 2.4498 -2.3266
C: -3.4777 3.4933 -3.2074
C: -4.6015 4.2847 -3.0311
C: -5.4844 4.0306 -1.9849
C: -5.2448 2.9866 -1.1056
C: -4.1085 2.2027 -1.2654
H: -3.3335 1.3814 0.6338
H: -4.7149 0.5000 -0.0552
H: -1.7255 1.3489 -3.4857
H: -1.1347 1.9866 -1.9261
H: -2.8090 3.6809 -4.0366
H: -4.8021 5.0917 -3.7211
H: -6.3709 4.6362 -1.8648
H: -5.9413 2.7832 -0.3045

Atomic forces in eV per Å
0.3 0.4 -0.2
-0.1 0.3 0.0
0.0 0.1 0.0
0.1 -0.2 -0.2
0.0 0.0 0.1
0.0 0.1 0.0
0.0 0.0 0.1
0.0 0.1 0.1
-0.1 -0.2 0.3
-0.3 0.1 0.4
0.1 0.1 -0.1
0.0 -0.5 -0.7
-0.1 0.0 0.1
0.0 0.0 0.0
0.0 0.1 0.0
0.0 0.2 -0.1
0.0 -0.2 0.1
0.0 0.1 0.0
0.0 0.0 0.0
0.0 0.0 0.0
0.0 0.0 0.0
0.0 0.0 0.0
0.0 0.0 0.0
0.0 -0.1 0.0
-0.1 0.0 0.0
0.1 0.0 0.1
-0.1 -0.1 0.0
0.0 0.0 0.0
0.0 -0.1 0.1
0.0 0.0 0.0
0.2 -0.2 -0.1
-0.4 0.2 -0.4
-0.1 0.1 0.0
0.0 0.0 0.0
0.0 0.0 0.0
-0.1 0.0 0.0
0.0 0.1 -0.1
0.1 -0.1 0.1
0.2 -0.1 0.0
0.1 0.1 0.2
0.0 -0.1 -0.1
0.0 0.0 0.0
0.0 -0.1 0.0
-0.1 0.1 0.0
-0.2 -0.1 0.1
0.0 0.1 0.0
0.0 0.0 0.0
0.0 0.0 0.0
-0.1 0.0 0.0
0.0 0.0 0.0
0.0 0.0 0.0
0.0 0.0 0.0
0.0 0.0 0.0
0.0 0.0 0.0
0.0 0.0 0.0
0.0 0.0 0.0
-0.1 0.0 0.1
0.1 0.0 0.1
0.0 0.1 0.2
0.3 -0.3 0.3
0.0 0.0 -0.1
0.0 0.0 0.0
0.0 0.0 0.0
0.0 0.0 0.0
0.0 0.0 0.0
0.0 0.0 0.0
0.0 0.0 0.0
-0.1 0.0 -0.1
0.0 -0.6 -0.4
0.1 0.3 0.2
-0.1 -0.1 0.3
-0.1 0.0 0.0
-0.1 0.0 0.1
0.1 0.0 -0.1
0.1 0.1 -0.1
0.1 0.1 -0.1
-0.2 0.2 -0.2
0.0 0.0 0.0
0.0 0.0 0.0
-0.1 0.1 -0.1
0.0 0.0 0.0
0.0 0.0 0.0
0.0 0.0 0.0
0.0 0.0 0.1


Here is C5H7NO in the gas phase from the OMol25 dataset. Energies are from wB97M-V/def2-TZVPD.

Properties
lowest unoccupied orbital energy = 0.035 Eh
DFT total energy = -324.71506 Ha
energy relative to the best compared isomer or geometry (same formula, charge and spin) = 5.9 kcal per mole
M = 97.12 g/mol
SMILES = C[C@H]1C=CNC1=O
orbital gap = 9.64 eV

Cartesian coordinates (Å):
C: 1.1601 -1.3669 0.6446
C: -0.0381 -0.5341 0.2204
C: -0.3420 0.7564 0.9443
C: -0.9192 1.5948 0.0810
N: -0.9631 1.0268 -1.2070
C: -0.1241 -0.0844 -1.2407
O: 0.3906 -0.5586 -2.2265
H: 1.0130 -1.7016 1.6785
H: 2.0990 -0.8096 0.5943
H: 1.2532 -2.2537 0.0101
H: -0.9339 -1.1739 0.3181
H: -0.1326 0.9530 1.9849
H: -1.3216 2.5892 0.2389
H: -1.1411 1.5626 -2.0408

Atomic forces in eV per Å
0.1 0.0 0.0
0.0 0.0 0.0
-0.1 0.1 0.0
0.1 0.0 0.1
0.1 0.1 -0.1
0.0 -0.2 -0.2
-0.3 0.0 0.4
0.1 0.1 -0.2
-0.1 0.0 0.0
0.0 0.2 0.1
0.1 0.1 0.0
-0.2 -0.1 0.0
0.1 -0.2 0.0
0.1 0.0 0.0


Number 4 is which compound? C5H7NO


The highest M belongs to which entry? C41H35IrN4SSbTe


Which value of DFT total energy does entry 3 give? -2812.27414 Ha